Record 1
Here is a cluster of 15 separate species, C36H78O36 in total at a distorted geometry from the Open Molecules 2025 dataset. Energies are from ωB97M-V/def2-TZVPD.

HOMO-LUMO gap in eV: 9.744
Total charge: 0
Energy relative to the best compared isomer or geometry (same formula, charge and spin) in kJ/mol: 40.2
HOMO energy in eV: -9.6

CARTESIAN COORDINATES (ANGSTROEM)
C  16.526  10.175  9.310
C  17.201  10.532  10.551
O  16.420  9.936  11.612
C  15.634  9.004  11.028
O  14.929  8.280  11.646
O  15.787  8.975  9.688
H  17.189  9.945  8.492
H  15.864  10.985  9.096
H  17.279  11.601  10.673
H  18.222  10.175  10.504
C  15.160  13.645  11.819
C  14.699  14.790  12.762
O  15.934  15.097  13.507
C  16.976  14.471  12.969
O  18.045  14.601  13.381
O  16.545  13.730  11.964
H  14.916  13.926  10.815
H  14.893  12.617  12.096
H  13.860  14.546  13.402
H  14.469  15.607  12.121
C  18.450  17.505  13.834
C  19.890  16.817  13.916
O  20.322  16.807  12.559
C  19.295  17.229  11.744
O  19.470  17.328  10.558
O  18.162  17.525  12.417
H  18.464  18.545  14.194
H  17.735  16.817  14.309
H  19.624  15.806  14.299
H  20.617  17.389  14.525
C  24.724  13.817  11.474
C  24.602  12.698  12.479
O  23.805  13.153  13.556
C  23.629  14.568  13.369
O  22.940  15.221  14.087
O  24.266  15.013  12.334
H  23.957  13.833  10.682
H  25.749  14.077  11.173
H  25.508  12.375  12.983
H  24.166  11.761  12.080
C  11.390  11.078  8.961
C  12.355  11.564  10.037
O  13.649  11.777  9.355
C  13.385  11.773  8.016
O  14.225  12.109  7.205
O  12.116  11.387  7.728
H  10.425  11.591  8.967
H  11.256  10.012  9.056
H  12.517  10.856  10.856
H  12.152  12.588  10.278
C  14.809  14.425  16.601
C  16.050  15.296  16.815
O  15.740  16.481  16.108
C  14.513  16.415  15.502
O  14.013  17.262  14.890
O  13.938  15.240  15.769
H  14.332  14.130  17.520
H  15.073  13.476  16.039
H  16.953  14.783  16.493
H  16.162  15.608  17.849
C  11.399  18.680  15.509
C  10.162  19.502  15.508
O  9.032  18.582  15.830
O  11.212  17.603  14.565
H  11.587  18.258  16.502
H  12.199  19.366  15.330
H  10.014  19.852  14.472
H  10.156  20.344  16.237
H  9.331  17.675  15.810
H  12.061  17.182  14.583
C  20.486  12.856  16.267
C  20.775  13.632  17.480
O  19.537  13.975  18.154
O  19.997  11.545  16.585
H  21.444  12.628  15.790
H  19.878  13.362  15.524
H  21.392  14.491  17.252
H  21.333  12.958  18.151
H  19.571  14.850  18.598
H  19.026  11.535  16.702
C  12.837  11.063  15.135
C  13.748  10.022  15.764
O  14.594  10.554  16.799
O  13.350  12.118  14.413
H  12.125  11.398  15.918
H  12.224  10.482  14.432
H  14.453  9.484  15.112
H  13.024  9.259  16.121
H  13.968  10.775  17.518
H  12.673  12.805  14.418
C  18.599  9.559  14.456
C  17.392  10.599  14.522
O  17.293  11.191  15.786
O  19.855  10.140  14.367
H  18.529  8.932  13.589
H  18.499  8.940  15.338
H  16.559  10.044  14.208
H  17.505  11.393  13.755
H  16.506  10.801  16.215
H  20.130  10.276  15.268
C  10.402  16.363  11.622
C  9.741  15.258  10.768
O  10.627  14.784  9.701
O  11.622  15.855  12.083
H  9.717  16.553  12.471
H  10.703  17.233  11.004
H  8.797  15.703  10.344
H  9.490  14.374  11.334
H  10.765  15.554  9.100
H  12.303  16.129  11.408
C  20.282  12.700  12.086
C  20.415  13.201  10.676
O  19.926  12.150  9.798
O  20.813  11.333  12.062
H  19.251  12.647  12.409
H  20.901  13.267  12.787
H  21.521  13.367  10.452
H  19.977  14.206  10.494
H  20.253  11.361  10.238
H  20.578  10.915  12.921
C  16.609  15.216  9.040
C  16.190  16.444  8.173
O  14.774  16.490  8.183
O  15.832  14.118  8.785
H  16.465  15.359  10.116
H  17.678  15.013  8.938
H  16.569  16.485  7.152
H  16.593  17.308  8.658
H  14.608  15.544  8.071
H  16.094  13.584  8.021
C  14.194  18.141  11.434
C  13.208  19.223  11.875
O  13.108  20.175  10.827
O  13.612  17.185  10.532
H  14.675  17.624  12.282
H  14.995  18.689  10.960
H  13.539  19.718  12.773
H  12.272  18.738  12.173
H  12.332  20.683  10.994
H  14.084  17.082  9.713
C  10.057  14.054  14.411
C  9.878  13.096  15.474
O  9.692  11.784  14.991
O  11.306  13.772  13.753
H  10.069  15.023  14.876
H  9.177  14.073  13.691
H  8.989  13.343  16.056
H  10.767  13.155  16.154
H  10.476  11.417  14.574
H  11.462  14.437  13.045

***

Record 2
Here is the molecule C22H22N4O6S at a distorted geometry from the Open Molecules 2025 dataset. Energies are from ωB97M-V/def2-TZVPD.

HOMO-LUMO gap in eV: 8.384
Total charge: 0
Energy relative to the best compared isomer or geometry (same formula, charge and spin) in kJ/mol: 117.2
HOMO energy in eV: -8.2

CARTESIAN COORDINATES (ANGSTROEM)
C  -5.650  -3.070  -1.659
H  -5.218  -3.306  -2.634
H  -6.607  -2.568  -1.775
H  -5.769  -3.998  -1.097
O  -4.812  -2.168  -0.952
C  -3.571  -2.610  -0.690
O  -3.171  -3.691  -1.044
C  -2.762  -1.621  0.066
C  -3.209  -0.319  0.262
C  -2.420  0.595  0.958
C  -1.196  0.179  1.484
C  -0.743  -1.115  1.264
C  -1.520  -2.019  0.548
H  -1.176  -3.024  0.365
C  0.601  -1.495  1.781
O  1.463  -0.701  2.069
O  0.735  -2.816  1.887
C  1.994  -3.292  2.352
H  2.763  -3.099  1.598
H  2.266  -2.787  3.280
H  1.868  -4.359  2.517
H  -0.600  0.864  2.064
N  -2.808  1.910  1.106
H  -3.684  2.164  0.676
S  -1.660  3.168  0.973
O  -1.083  3.413  2.257
O  -2.399  4.224  0.345
C  -0.438  2.470  -0.114
C  0.869  2.370  0.307
C  1.797  1.748  -0.509
C  1.419  1.201  -1.731
N  2.304  0.550  -2.568
H  2.012  0.563  -3.535
C  3.733  0.661  -2.377
C  4.220  -0.122  -1.184
C  5.307  0.314  -0.436
C  5.743  -0.449  0.634
C  5.071  -1.628  0.914
N  4.038  -2.055  0.207
C  3.622  -1.320  -0.807
H  2.768  -1.702  -1.349
H  5.370  -2.263  1.737
H  6.580  -0.134  1.237
H  5.803  1.242  -0.687
H  4.049  1.711  -2.275
H  4.215  0.254  -3.273
C  0.060  1.269  -2.128
C  -0.848  1.930  -1.321
H  -1.881  2.021  -1.624
N  -0.320  0.718  -3.355
H  -1.319  0.750  -3.503
H  0.041  -0.213  -3.515
H  2.818  1.674  -0.176
H  1.147  2.774  1.265
H  -4.166  -0.016  -0.133